C44H34N11RuS2Si | ωB97M-V/def2-TZVPD

Results
LUMO energy (spin up / spin down): -1.20 / -2.33 eV
E_tot: -3480.3348 Eh
E_HOMO (spin up / spin down): -5.9 / -6.9 eV
spin multiplicity: 6
frontier orbital gap (spin up / spin down): 0.1742 / 0.1674 Eh
ΔE to the lowest compared entry with this formula, charge and spin: 0.482 eV
⟨S²⟩: 8.81

Last column: Mulliken charge in e.
Atoms and positions in Å:
Ru: -0.04 -0.04 1.10  -0.54
C: -0.28 5.71 4.19  -0.59
C: -1.64 5.64 3.87  -0.65
C: -2.13 4.66 3.04  -0.32
C: -1.23 3.73 2.53  0.41
C: -1.39 2.56 1.72  -0.59
N: -2.53 2.21 1.15  -0.48
C: -2.80 1.02 0.71  -0.26
C: -4.01 0.65 0.00  0.39
C: -5.04 1.41 -0.52  -0.43
C: -6.05 0.74 -1.19  -0.66
C: -6.04 -0.65 -1.31  -0.76
C: -5.02 -1.41 -0.77  0.00
C: -3.98 -0.75 -0.13  0.69
C: -2.74 -1.19 0.48  -0.02
N: -2.39 -2.44 0.65  -0.21
C: -1.23 -2.80 1.22  -0.90
N: -0.11 -2.03 1.35  0.66
C: 0.86 -2.77 1.96  -0.66
N: 2.12 -2.38 2.18  -0.49
C: 2.52 -1.15 2.17  -0.09
N: 1.71 -0.04 2.15  -0.32
C: 2.48 1.08 2.28  0.06
N: 2.03 2.30 2.42  -0.64
C: 0.75 2.62 2.29  -0.41
N: -0.19 1.90 1.61  0.86
C: 0.15 3.79 2.87  0.21
C: 0.63 4.79 3.69  -0.29
C: 3.87 0.70 2.38  0.77
C: 5.02 1.45 2.52  -0.29
C: 6.23 0.76 2.54  -0.63
C: 6.27 -0.62 2.41  -0.74
C: 5.12 -1.38 2.29  -0.29
C: 3.91 -0.71 2.29  0.49
C: 0.35 -4.07 2.26  -0.13
C: 0.87 -5.18 2.92  -0.18
C: 0.06 -6.29 3.07  -0.67
C: -1.24 -6.32 2.55  -0.86
C: -1.77 -5.23 1.90  -0.02
C: -0.98 -4.09 1.77  0.85
N: -2.06 -0.11 0.94  -0.18
H: 0.07 6.50 4.84  0.41
H: -2.32 6.37 4.31  0.42
H: -3.18 4.58 2.80  0.54
H: -5.04 2.48 -0.41  0.58
H: -6.87 1.30 -1.62  0.43
H: -6.85 -1.14 -1.84  0.42
H: -5.02 -2.49 -0.85  0.55
H: 1.68 4.84 3.94  0.54
H: 4.97 2.52 2.60  0.57
H: 7.15 1.32 2.64  0.43
H: 7.23 -1.12 2.40  0.41
H: 5.15 -2.45 2.19  0.55
H: 1.88 -5.17 3.31  0.56
H: 0.44 -7.16 3.60  0.41
H: -1.83 -7.21 2.68  0.43
H: -2.78 -5.24 1.51  0.57
C: 0.64 4.36 -3.12  -1.06
Si: 1.05 2.72 -3.99  0.41
C: -0.49 1.97 -4.81  -1.02
C: 2.38 3.02 -5.33  -1.20
C: 1.85 1.56 -2.72  0.14
C: 3.19 1.22 -2.79  0.01
C: 3.76 0.37 -1.84  -1.64
C: 2.97 -0.07 -0.80  -0.39
N: 1.70 0.28 -0.68  0.95
C: 1.14 1.03 -1.63  -0.27
S: -0.55 1.30 -1.43  -0.19
H: 0.14 5.05 -3.80  0.36
H: 1.54 4.86 -2.76  0.33
H: -0.01 4.20 -2.27  0.27
H: -0.79 2.56 -5.67  0.41
H: -1.33 1.95 -4.12  0.24
H: -0.31 0.96 -5.16  0.35
H: 2.01 3.71 -6.08  0.33
H: 2.64 2.10 -5.84  0.33
H: 3.28 3.45 -4.91  0.31
H: 3.79 1.60 -3.59  0.37
H: 4.79 0.06 -1.91  0.49
H: 3.37 -0.74 -0.05  0.57
C: -1.25 -4.93 -1.66  -1.01
N: -1.60 -3.61 -2.10  0.25
C: -2.81 -3.21 -2.61  -0.43
C: -2.73 -1.89 -2.87  -0.79
N: -1.47 -1.48 -2.52  0.73
C: -0.78 -2.53 -2.03  -0.04
S: 0.80 -2.51 -1.51  -0.43
H: -1.44 -5.65 -2.44  0.42
H: -1.83 -5.19 -0.77  0.31
H: -0.19 -4.94 -1.40  0.28
H: -3.62 -3.90 -2.73  0.57
H: -3.45 -1.21 -3.28  0.51
H: -1.15 -0.50 -2.43  -0.41